No. 1
The following is a quantum chemistry calculation of the molecule C5H10N2O3 in a non-equilibrium geometry, from the Open Molecules 2025 dataset.

Its orbital gap is 9.5 eV. The structure (SMILES) is NC(=O)CC[C@H](N)C(=O)O. The value obtained for the HOMO energy is -0.3467 Eh. The total energy comes out at -14470.19473 eV.

Atoms and positions in Å:
N: 2.036 -1.353 0.365
H: -1.094 -1.872 0.053
H: -1.375 -1.427 1.573
H: 0.214 0.062 -1.434
C: 1.495 0.973 0.101
H: 1.849 1.874 -0.346
H: 1.105 -1.403 0.746
O: -3.084 1.231 -0.765
H: -3.084 1.792 0.091
H: -0.324 1.600 -0.884
C: -1.053 0.147 0.329
C: -2.296 0.160 -0.603
H: 1.327 1.105 1.214
O: 3.553 -0.012 -0.631
H: 2.639 -2.169 0.238
O: -2.477 -0.756 -1.332
H: -1.274 0.700 1.160
N: -0.718 -1.172 0.768
C: 0.092 0.676 -0.523
C: 2.467 -0.157 -0.120


No. 2
The following is a quantum chemistry calculation of the molecule C5H10N2O3 in a non-equilibrium geometry, from the Open Molecules 2025 dataset.

Its orbital gap is 9.4 eV. The structure (SMILES) is O=CNCCC/C=[N+](\[O-])O. The value obtained for the HOMO energy is -0.3153 Eh. The total energy comes out at -14465.22427 eV.

Atoms and positions in Å:
N: 0.665 -1.555 0.237
C: -0.846 0.826 0.571
H: -0.747 0.794 1.638
H: 1.618 -0.676 -1.524
O: -1.470 -2.319 0.198
H: -3.886 0.189 0.204
H: 2.577 1.275 -0.220
C: 1.708 0.682 0.280
C: 0.404 1.448 -0.112
O: -2.203 1.060 -1.229
H: 0.364 1.531 -1.132
H: 2.622 -1.296 -0.338
H: -0.394 -1.390 -1.364
C: -0.534 -1.864 -0.382
H: 0.862 -2.090 0.999
N: -1.981 0.799 -0.037
C: 1.677 -0.791 -0.349
O: -3.036 0.388 0.819
H: 1.824 0.622 1.318
H: 0.775 2.368 0.423


No. 3
The following is a quantum chemistry calculation of C5H10N2O8 as an isolated structure in a non-equilibrium geometry, from the Open Molecules 2025 dataset.

Its orbital gap (spin up / spin down) is 5.1 / 5.7 eV. The value obtained for the HOMO energy (spin up / spin down) is -0.3226 / -0.3341 Eh. The total energy comes out at -24691.01384 eV.

Atoms and positions in Å:
H: -0.350 -4.072 0.268
H: -1.683 -0.105 -1.482
O: -3.756 1.877 0.646
H: -1.600 -2.526 -1.121
N: -3.186 1.044 -0.018
O: -1.639 1.106 0.178
H: 1.202 -3.268 -0.135
O: 0.590 -0.866 0.738
C: 0.201 -3.522 -0.507
O: 2.367 -1.002 -1.002
H: -1.717 -0.864 2.008
H: -2.582 -1.834 0.775
H: -0.130 0.657 -0.908
O: 2.846 2.499 -1.002
H: -1.221 -2.533 1.708
H: 0.297 -4.183 -1.376
C: -0.549 -1.153 0.221
O: 4.090 0.983 0.098
C: -0.550 -2.268 -0.908
O: -3.583 0.196 -0.791
C: -1.606 -1.623 1.234
C: -1.069 0.173 -0.624
N: 3.242 1.418 -0.635
O: 2.180 0.161 -1.447
H: -0.106 -1.841 -1.812


No. 4
The following is a quantum chemistry calculation of the molecule C5H10N2OS in a non-equilibrium geometry, from the Open Molecules 2025 dataset.

Its orbital gap is 8.9 eV. The value obtained for the HOMO energy is -0.3051 Eh. The total energy comes out at -21205.39889 eV.

Atoms and positions in Å:
C: 0.277 0.957 1.997
N: -0.095 0.057 1.315
C: 1.111 -1.189 -1.249
H: 1.682 -0.259 -1.113
N: -0.156 -1.036 0.826
C: -0.247 -1.237 -0.652
S: -3.084 -0.520 -1.035
H: -0.965 0.759 -1.438
H: -0.798 -2.225 -0.647
O: -3.295 -1.950 -0.281
H: -1.092 2.594 2.340
H: -0.813 1.573 3.779
H: 0.516 2.802 3.136
C: -0.302 2.027 2.827
H: 1.692 -2.025 -0.899
H: -1.162 -0.956 -2.437
H: 1.203 -1.303 -2.418
H: -3.058 -1.867 0.709
C: -1.206 -0.358 -1.440


No. 5
The following is a quantum chemistry calculation of the molecule C5H10N2S in a non-equilibrium geometry, from the Open Molecules 2025 dataset.

Its orbital gap is 9.4 eV. The structure (SMILES) is CCS/C=N/N1CC1. The value obtained for the HOMO energy is -0.3089 Eh. The total energy comes out at -19157.28055 eV.

Atoms and positions in Å:
C: 2.786 -0.199 0.741
H: 3.546 -0.922 0.673
C: 2.445 0.166 -0.680
H: -2.586 0.916 -1.306
H: 2.735 0.315 1.858
H: -0.981 1.088 -0.644
H: 3.145 -0.007 -1.564
C: -0.305 -1.504 -0.339
C: -1.967 1.251 -0.352
C: -2.606 0.138 0.575
H: -3.714 0.176 0.681
H: 1.816 1.096 -0.815
N: 1.663 -0.972 0.014
N: 0.353 -0.566 0.192
S: -2.051 -1.393 -0.093
H: -2.344 0.380 1.799
H: -2.071 2.314 -0.003
H: 0.138 -2.277 -0.734


No. 6
The following is a quantum chemistry calculation of the molecule C5H10N2S in a non-equilibrium geometry, from the Open Molecules 2025 dataset.

Its orbital gap is 8.4 eV. The structure (SMILES) is C/C=C(/CN)C(N)=S. The value obtained for the HOMO energy is -0.2859 Eh. The total energy comes out at -19160.07496 eV.

Atoms and positions in Å:
H: 0.389 0.301 -2.484
C: 1.202 0.390 1.530
H: -2.731 0.192 0.520
C: -0.700 -0.308 -0.010
C: 1.502 0.693 -0.773
C: 0.691 0.185 0.166
H: 2.193 0.647 1.618
S: -1.256 -1.595 -0.985
N: 0.180 1.347 2.349
N: -1.680 0.286 0.638
H: 2.390 1.465 -0.411
H: 1.105 -0.676 2.066
C: 1.413 0.312 -2.263
H: 1.951 0.921 -3.070
H: 0.114 1.157 3.391
H: 1.725 -0.812 -2.300
H: 0.178 2.445 2.222
H: -1.366 0.818 1.410


No. 7
The following is a quantum chemistry calculation of the molecule C5H10N2S in a non-equilibrium geometry, from the Open Molecules 2025 dataset.

Its orbital gap is 8.3 eV. The structure (SMILES) is CNCC(=S)N1CC1. The value obtained for the HOMO energy is -0.2999 Eh. The total energy comes out at -19157.31993 eV.

Atoms and positions in Å:
C: -0.462 2.539 0.016
H: 0.233 -1.142 -2.077
N: -0.490 1.082 0.085
C: 0.595 1.862 0.781
C: -1.263 0.013 0.334
S: -2.710 -0.307 -0.546
H: -0.178 2.938 -0.880
H: 1.217 -0.451 -0.214
C: -0.375 -1.279 0.847
H: -1.425 3.021 0.471
C: 0.714 -1.903 -1.294
H: 0.359 1.974 1.813
H: 1.806 -2.075 -1.749
H: 1.771 1.623 0.679
H: -1.057 -2.268 1.075
H: 0.086 -1.009 1.862
N: 0.858 -1.585 0.083
H: 0.320 -3.034 -1.287


No. 8
The following is a quantum chemistry calculation of an isolated ion of composition C5H10N3 and charge +1 in a non-equilibrium geometry, from the Open Molecules 2025 dataset.

As for the total charge: +1. Its orbital gap (spin up / spin down) is 7.7 / 7.7 eV. The structure (SMILES) is C/C=N/N=C\[NH+]=C\C. The value obtained for the HOMO energy (spin up / spin down) is -0.5002 / -0.5003 Eh. The total energy comes out at -9805.75293 eV.

Atoms and positions in Å:
C: -0.291 -0.608 0.973
H: -1.743 0.931 1.567
H: -1.130 -0.180 2.899
N: 1.307 0.009 -1.345
H: -0.917 -1.402 0.586
H: 0.084 1.193 0.131
H: -0.244 1.235 2.159
H: -1.307 0.510 -2.592
N: 0.934 -1.114 1.118
H: -2.008 0.861 -0.894
H: 1.190 -0.592 -2.230
C: 0.087 0.449 -0.752
N: 2.010 -0.816 0.622
H: 3.368 -0.177 -0.879
C: -1.280 0.303 -1.423
C: 2.335 -0.212 -0.453
H: -1.522 -0.793 -1.434
C: -0.871 0.403 1.947


No. 9
The following is a quantum chemistry calculation of an isolated ion of composition C5H10N3 and charge +1 in a non-equilibrium geometry, from the Open Molecules 2025 dataset.

As for the total charge: +1. Its orbital gap is 9.8 eV. The structure (SMILES) is [H]/N=C\C/C(=N/[H])C(=C)[NH3+]. The value obtained for the HOMO energy is -0.5167 Eh. The total energy comes out at -9807.69682 eV.

Atoms and positions in Å:
H: -0.705 1.665 0.103
C: -1.024 -1.142 0.521
H: -1.646 0.237 -1.751
C: 2.257 0.525 -0.261
H: -0.662 -1.238 1.527
C: 0.299 -0.998 -0.222
H: 1.493 -1.942 -1.614
N: 0.664 -1.909 -1.063
H: -2.382 0.478 1.068
H: 0.633 2.164 1.006
H: 2.910 -0.338 -0.728
C: 0.992 0.326 -0.024
N: 0.145 1.345 0.633
H: -1.481 -2.049 0.208
C: -1.906 -0.082 0.158
H: 2.747 1.410 -0.128
N: -2.074 0.619 -0.895
H: -0.262 0.930 1.464


No. 10
The following is a quantum chemistry calculation of an isolated ion of composition C5H10N3 and charge +1 in a non-equilibrium geometry, from the Open Molecules 2025 dataset.

As for the total charge: +1. Its orbital gap (spin up / spin down) is 8.2 / 8.2 eV. The structure (SMILES) is C\C=N/N=C\[NH+]=C\C. The value obtained for the HOMO energy (spin up / spin down) is -0.4969 / -0.4969 Eh. The total energy comes out at -9807.37452 eV.

Atoms and positions in Å:
H: -2.523 -1.448 -0.426
H: 0.107 2.703 1.240
H: -3.026 -0.177 -1.613
C: 0.223 1.920 0.558
C: -2.477 -0.362 -0.700
H: 2.174 -0.601 1.439
H: 0.921 -1.852 1.054
C: -1.137 0.320 -0.636
N: -0.972 1.308 0.214
H: 2.264 -1.354 -1.361
C: 1.797 -0.715 -0.608
C: 1.940 -1.360 0.750
H: -2.929 0.194 0.132
H: -0.242 -0.058 -1.067
N: 1.402 1.451 0.186
H: -1.825 1.696 0.773
H: 2.675 -2.172 0.739
N: 1.629 0.508 -0.674


No. 11
The following is a quantum chemistry calculation of an isolated ion of composition C5H10N3 and charge +1 in a non-equilibrium geometry, from the Open Molecules 2025 dataset.

As for the total charge: +1. Its orbital gap is 11.1 eV. The structure (SMILES) is NCCc1c[nH]c[nH+]1. The value obtained for the HOMO energy is -0.5090 Eh. The total energy comes out at -9811.74828 eV.

Atoms and positions in Å:
C: -2.127 0.899 -0.020
H: -3.010 1.028 -1.854
H: 2.823 -0.495 0.651
C: 1.058 -0.698 -0.561
N: 1.074 -0.403 1.891
H: -1.008 -0.311 -2.782
H: -2.703 1.545 0.568
C: -0.313 -0.151 -0.692
C: -1.123 -0.025 -1.755
H: 1.681 -0.505 -1.428
N: -0.942 0.464 0.365
H: 1.140 -1.362 2.177
H: 1.922 0.940 0.597
H: 1.402 0.148 2.664
H: 1.109 -1.787 -0.468
H: -0.536 0.260 1.287
C: 1.824 -0.144 0.653
N: -2.270 0.597 -1.294


No. 12
The following is a quantum chemistry calculation of C5H10N3 as an isolated structure in a non-equilibrium geometry, from the Open Molecules 2025 dataset.

As for the total charge: +1. Its orbital gap (spin up / spin down) is 8.2 / 8.2 eV. The value obtained for the HOMO energy (spin up / spin down) is -0.4656 / -0.4656 Eh. The total energy comes out at -9805.48740 eV.

Atoms and positions in Å:
C: 0.001 0.451 -1.046
C: 1.649 -0.709 0.163
H: 1.912 -0.105 -1.972
N: -0.651 0.248 0.241
H: 2.793 -1.696 1.536
C: 1.202 -0.109 -1.140
N: 2.685 -1.438 0.464
C: -1.051 1.625 0.759
N: 0.139 -0.346 1.209
H: -1.655 1.737 1.689
H: -1.740 -1.133 -1.025
H: -1.620 2.203 -0.024
H: -1.962 -1.311 0.784
H: -2.823 -0.056 -0.478
C: -1.878 -0.618 -0.103
H: 3.485 -1.673 -0.114
H: -0.029 2.075 0.959
H: -0.457 0.853 -1.901


Energy above the lowest of the compared OMol25 structures with the same formula, charge and spin (kcal per mole)
22.1, 136.7, 192.0, 78.8, 129.7, 65.3, 128.8, 138.3, 93.4, 100.9, 0.0, 144.4